[1]
72
Properties=species:S:1:pos:R:3:forces:R:3 method="wB97M-V/def2-TZVPD" orbital_gap_ev="5.00 / 6.64" homo_energy_ha="-0.105 / -0.167" total_charge=-1 lumo_energy_ev="2.152 / 2.093" multiplicity=6 relative_energy_kcal_mol=0.00
Fe -0.252 0.231 -0.854 0.53 0.59 0.25
O -2.870 2.889 3.239 0.04 -0.07 0.01
C -3.830 2.751 2.313 0.05 -0.09 -0.09
C -5.098 3.257 2.603 -0.07 0.03 0.02
C -6.132 3.136 1.693 0.10 -0.03 0.00
C -5.920 2.505 0.471 -0.09 0.01 -0.03
C -4.666 2.004 0.176 0.08 0.01 0.01
C -3.604 2.114 1.074 -0.41 0.20 0.19
C -2.290 1.564 0.688 0.55 -0.18 -0.16
O -2.159 1.030 -0.458 0.07 -0.23 0.09
N -1.320 1.686 1.585 -0.44 0.19 0.36
N -0.137 1.160 1.151 0.49 -0.22 -0.52
C 0.887 1.306 1.906 -0.56 0.24 0.06
C 2.214 0.837 1.606 0.56 -0.17 -0.20
C 3.213 1.104 2.553 -0.12 0.05 0.01
C 4.524 0.713 2.388 0.10 0.03 0.09
C 4.875 0.039 1.216 -0.12 -0.02 -0.04
C 3.923 -0.246 0.264 0.13 -0.03 -0.02
C 2.559 0.112 0.418 -0.21 -0.01 0.02
O 1.712 -0.272 -0.478 -0.29 0.10 0.01
H -2.053 2.446 2.850 -0.01 0.11 0.01
H -5.244 3.743 3.559 0.01 0.00 0.00
H -7.108 3.535 1.939 -0.01 0.00 0.00
H -6.728 2.408 -0.243 0.01 0.00 0.00
H -4.463 1.514 -0.766 -0.01 -0.01 -0.01
H 0.751 1.840 2.853 0.02 -0.03 -0.03
H 2.922 1.639 3.452 0.02 0.00 0.01
H 5.266 0.934 3.145 -0.02 0.00 0.01
H 5.902 -0.269 1.053 0.01 0.00 0.01
H 4.182 -0.776 -0.645 -0.01 0.00 0.00
C 0.432 -5.058 -1.638 -0.02 0.02 0.00
C -1.024 -5.023 -2.087 0.06 0.01 -0.06
N -1.314 -3.972 -3.068 -0.07 -0.08 0.15
C -1.165 -2.651 -2.613 -0.03 0.26 0.09
S -2.246 -2.213 -1.242 -0.44 -0.06 -0.59
N -0.432 -1.826 -3.250 0.10 -0.12 -0.13
N -0.330 -0.538 -2.856 -0.05 0.02 0.14
C 0.172 0.313 -3.780 -0.05 -0.16 -0.04
C 0.396 -0.094 -5.206 0.02 0.03 0.02
C 0.434 1.642 -3.372 0.02 0.00 0.06
C 0.808 2.677 -4.270 0.02 0.04 0.00
C 1.021 3.943 -3.794 0.00 -0.03 -0.01
C 0.871 4.215 -2.426 0.00 0.02 0.02
C 0.508 3.164 -1.604 0.04 0.01 -0.05
N 0.303 1.929 -2.041 -0.11 0.02 -0.02
H 0.598 -5.864 -0.920 0.01 0.00 0.01
H 0.707 -4.114 -1.165 0.00 0.00 0.00
H 1.100 -5.213 -2.489 0.01 -0.01 0.00
H -1.672 -4.857 -1.227 -0.03 -0.02 0.01
H -1.321 -5.977 -2.527 0.03 0.01 -0.03
H -0.738 -4.074 -3.895 -0.03 0.01 -0.05
H 0.338 -1.174 -5.300 0.01 0.01 -0.01
H 1.376 0.236 -5.557 0.00 0.00 -0.01
H -0.357 0.348 -5.868 0.00 0.00 -0.01
H 0.909 2.466 -5.326 0.00 -0.01 0.00
H 1.303 4.736 -4.478 0.00 0.00 -0.01
H 1.029 5.203 -2.018 0.00 0.00 0.00
H 0.377 3.309 -0.536 0.00 0.00 0.00
N 3.815 -1.817 6.240 0.01 0.00 0.00
C 3.107 -1.841 5.335 0.10 0.02 0.11
C 2.211 -1.877 4.217 -0.16 -0.02 -0.17
C 2.646 -2.371 2.989 0.09 -0.04 0.03
C 1.783 -2.404 1.914 -0.09 0.01 -0.01
C 0.475 -1.934 2.053 0.00 0.05 0.09
C 0.041 -1.439 3.285 -0.01 0.00 0.03
C 0.904 -1.412 4.363 0.05 -0.01 0.03
C -0.404 -1.927 0.932 0.13 0.09 0.03
C -1.113 -1.920 -0.045 -0.01 -0.56 0.31
H 3.670 -2.702 2.877 0.00 0.00 0.00
H 2.114 -2.748 0.945 0.04 0.00 0.00
H -0.966 -1.055 3.378 0.00 0.02 -0.01
H 0.581 -1.020 5.318 -0.02 0.00 -0.01


[2]
79
Properties=species:S:1:pos:R:3:forces:R:3 method="wB97M-V/def2-TZVPD" orbital_gap_ev="9.81 / 6.89" homo_energy_ha="-0.381 / -0.381" lumo_energy_ev="-0.550 / -3.460" multiplicity=3 relative_energy_kcal_mol=17.93
Pd -3.714 15.710 8.194 0.04 -1.28 0.57
N -4.239 16.925 6.690 2.97 -1.76 -4.27
S -5.229 18.002 6.529 -6.37 8.67 4.31
O -6.549 17.614 6.141 0.54 -0.08 -0.17
O -4.729 19.288 6.114 -0.18 -1.32 -0.48
F -5.400 18.317 8.144 0.04 -0.72 -0.51
S -4.141 16.720 4.965 2.90 -4.26 -4.37
O -3.603 17.781 4.111 -1.56 -1.61 2.55
O -5.170 15.815 4.507 0.50 1.92 0.69
F -2.924 15.681 4.983 0.11 0.73 0.90
N -2.504 14.062 8.476 2.76 -2.29 3.04
S -1.423 13.442 9.664 2.53 1.48 6.23
O -0.006 13.377 9.357 -2.30 0.17 -0.68
O -1.906 12.435 10.622 -0.05 2.06 -2.62
F -1.443 14.818 10.596 -0.59 -0.89 -1.07
S -2.318 12.755 7.624 -1.51 -4.93 -7.98
O -2.911 11.502 8.061 0.84 2.12 0.70
O -1.092 12.644 6.858 -0.55 0.59 1.99
F -3.280 13.135 6.388 -0.43 0.69 0.97
C -8.148 15.689 9.050 0.28 -0.38 -0.52
C -8.412 14.622 7.932 -0.15 1.48 0.30
O -7.604 13.409 7.930 -1.91 0.35 -0.02
C -6.327 13.422 7.849 3.13 0.00 3.53
O -5.576 14.434 7.776 -1.97 -2.45 -0.66
O -5.833 12.202 8.311 0.05 2.17 -1.10
C -6.655 11.079 8.751 0.77 0.30 -0.85
H -7.161 16.151 9.038 0.05 -0.27 -0.05
H -8.397 15.321 10.045 0.33 -0.45 0.02
H -8.850 16.517 8.949 -0.14 -0.07 -0.59
H -8.344 15.002 6.912 0.06 0.42 0.24
H -9.446 14.338 8.126 0.25 -0.73 -0.35
H -7.376 11.293 9.540 0.04 0.43 -0.20
H -5.873 10.421 9.130 -0.28 -0.16 -0.03
H -7.119 10.645 7.865 -0.18 -0.09 0.26
C -6.012 12.528 12.081 1.76 1.21 -1.58
C -5.382 13.676 11.155 -1.94 -1.70 0.57
O -5.105 14.799 11.957 0.71 2.37 -0.28
C -4.782 15.987 11.370 -0.50 -1.02 0.12
O -4.540 16.140 10.158 -0.41 0.44 2.39
O -4.858 16.910 12.338 1.06 -0.80 -0.52
C -4.775 18.317 12.012 -0.56 -0.10 -1.69
H -5.721 11.707 11.426 -0.19 -0.73 0.75
H -7.090 12.499 12.239 0.17 0.54 -0.02
H -5.430 12.572 13.002 -0.25 -0.54 0.05
H -6.170 13.913 10.440 0.41 0.31 -0.38
H -4.497 13.248 10.684 0.07 0.38 -0.03
H -4.608 18.991 12.852 -0.37 -0.84 0.41
H -5.736 18.443 11.512 0.13 1.05 0.11
H -3.990 18.553 11.293 0.06 -0.42 -0.11
C 1.477 17.183 10.764 -2.39 -0.07 -0.86
C 0.024 17.807 10.414 2.03 0.81 1.97
O 0.085 17.993 9.032 -1.89 -0.84 -1.64
C -0.893 17.515 8.262 1.82 -0.78 -1.79
O -1.990 17.054 8.578 1.58 1.17 0.27
O -0.430 17.487 6.991 -2.86 -0.21 1.39
C 0.865 17.818 6.579 1.32 -0.25 -1.00
H 1.564 16.741 11.756 0.07 0.66 0.11
H 2.213 17.927 10.462 0.09 -0.11 0.54
H 1.573 16.335 10.085 0.09 -0.07 -0.10
H -0.028 18.855 10.710 0.07 -0.14 1.01
H -0.887 17.322 10.765 0.35 -0.50 -0.24
H 0.787 18.499 5.731 -0.13 0.30 0.30
H 1.272 16.906 6.143 0.14 -0.11 0.18
H 1.565 18.185 7.330 -0.48 0.06 0.07
C -9.332 20.184 9.984 -0.16 0.44 0.09
C -8.212 21.053 10.740 -1.18 -3.01 -0.76
O -6.890 20.671 10.306 -1.34 1.18 1.13
C -6.349 21.109 9.164 -2.55 -2.08 -2.42
O -6.900 21.187 8.072 0.56 0.96 1.78
O -5.099 21.068 9.415 3.67 0.87 -0.27
C -4.152 21.274 8.339 -0.17 0.33 -0.30
H -9.311 19.107 10.152 0.71 -0.03 0.83
H -9.408 20.154 8.897 0.66 1.02 -0.12
H -10.335 20.458 10.311 0.03 0.36 0.27
H -8.198 20.636 11.747 -0.17 0.24 0.13
H -8.432 22.114 10.861 0.36 0.06 -0.78
H -3.897 20.322 7.874 0.00 0.17 0.29
H -3.288 21.794 8.752 -0.07 -0.30 0.24
H -4.563 21.919 7.561 -0.26 -0.14 0.09


[3]
35
Properties=species:S:1:pos:R:3:forces:R:3 method="wB97M-V/def2-TZVPD" orbital_gap_ev=7.68 homo_energy_ha=-0.314 smiles="CSCC[C@H](C(=O)O)N1C(=O)c2ccc(C(=O)O)cc2C1=O" lumo_energy_ev=-0.875 relative_energy_kcal_mol=0.00
C 3.426 2.557 -0.088 0.12 -0.49 -0.03
S 4.353 1.038 -0.434 0.28 0.22 0.24
C 3.989 0.040 1.051 0.05 0.39 -0.29
C 2.505 -0.161 1.301 0.04 -0.01 -0.04
C 1.816 -1.041 0.246 0.16 0.07 -0.04
C 2.264 -0.770 -1.198 -0.52 -0.02 -0.16
O 1.676 -0.057 -1.963 -0.06 -0.03 -0.07
O 3.291 -1.549 -1.533 0.48 -0.58 0.00
N 0.375 -0.882 0.288 0.49 -0.19 0.09
C -0.465 -1.986 0.161 0.11 -0.14 0.08
O -0.097 -3.131 0.173 -0.11 -0.05 -0.06
C -1.834 -1.434 0.026 -0.43 0.61 -0.08
C -3.052 -2.070 -0.106 0.19 0.06 0.03
C -4.181 -1.271 -0.232 -0.04 0.10 0.00
C -4.087 0.120 -0.223 0.33 0.01 0.04
C -5.345 0.901 -0.364 -0.56 -0.16 -0.05
O -6.438 0.411 -0.481 0.06 -0.04 0.00
O -5.146 2.223 -0.347 0.31 0.50 0.03
C -2.851 0.759 -0.086 -0.02 -0.12 0.00
C -1.736 -0.040 0.035 -0.37 -0.57 -0.05
C -0.306 0.328 0.195 0.01 0.25 0.14
O 0.176 1.427 0.284 -0.18 0.04 -0.10
H 3.637 2.887 0.925 -0.04 0.16 0.07
H 3.784 3.294 -0.800 0.02 0.10 -0.01
H 2.363 2.389 -0.239 -0.06 0.10 0.05
H 4.445 0.544 1.904 0.00 -0.14 0.04
H 4.500 -0.907 0.879 0.09 -0.01 0.07
H 2.011 0.810 1.324 0.06 -0.13 0.07
H 2.370 -0.630 2.279 -0.08 0.00 -0.04
H 2.026 -2.099 0.443 -0.10 0.22 -0.02
H 3.580 -1.362 -2.441 -0.21 0.20 0.12
H -3.117 -3.146 -0.112 -0.02 -0.10 -0.01
H -5.161 -1.712 -0.342 -0.06 -0.02 0.00
H -5.992 2.689 -0.445 0.02 -0.32 0.01
H -2.777 1.835 -0.081 0.03 0.09 0.00


[4]
51
Properties=species:S:1:pos:R:3:forces:R:3 method="wB97M-V/def2-TZVPD" orbital_gap_ev="5.07 / 4.23" homo_energy_ha="-0.597 / -0.599" total_charge=+3 lumo_energy_ev="-11.179 / -12.071" relative_energy_kcal_mol=51.08
Sn -0.697 -1.075 0.719 0.78 -1.19 -1.10
N 2.553 4.354 -0.225 -0.27 -1.58 -0.67
C 2.180 5.605 0.282 3.19 0.49 -0.40
C 0.968 5.613 1.188 -0.59 -0.03 0.13
N 1.326 5.050 2.467 -0.76 5.74 -2.11
C 0.864 5.791 3.566 -2.19 -0.03 2.62
C 1.558 5.483 4.876 0.83 -2.00 0.14
N 0.938 4.332 5.668 1.49 1.14 -1.12
H 2.188 3.992 -1.128 0.43 0.86 1.07
H 3.304 3.793 0.149 -0.04 0.25 0.16
H 2.321 6.286 -0.552 -1.53 0.71 -0.06
H 2.875 6.030 1.007 0.98 -0.51 -0.44
H 0.234 5.055 0.640 -0.70 -0.61 0.20
H 0.613 6.597 1.319 -0.20 1.25 0.04
H 1.056 4.196 2.333 -1.01 -7.09 0.50
H -0.299 5.592 3.826 2.11 0.26 -1.00
H 0.960 6.827 3.297 -0.01 0.58 0.12
H 1.473 6.262 5.572 0.00 1.69 0.37
H 2.648 5.330 4.617 -0.90 0.12 0.58
H 1.388 4.433 6.589 -0.54 -0.30 -0.32
H 1.391 3.524 5.265 -0.19 -0.70 0.26
C -3.663 -3.472 -1.794 -0.67 0.05 0.68
As -3.935 -1.789 -0.988 2.65 0.21 -0.84
C -5.120 -1.733 0.401 -0.61 -1.55 1.58
C -3.960 -0.367 -2.257 1.94 -0.62 0.08
O -2.262 -1.586 -0.390 -0.87 0.21 0.26
H -4.507 -3.728 -2.398 -0.53 -0.42 -0.35
H -3.455 -4.200 -1.020 -0.10 -0.21 0.07
H -2.802 -3.336 -2.395 0.87 0.08 -0.70
H -6.119 -1.891 0.009 -0.25 0.00 -0.06
H -5.089 -0.826 0.969 0.08 0.57 0.21
H -4.866 -2.608 1.057 -0.33 0.81 -0.44
H -2.899 -0.031 -2.037 -1.45 0.35 -0.60
H -4.733 0.356 -2.153 -0.42 0.66 0.35
H -3.975 -0.780 -3.262 -0.06 -0.08 -0.08
O 1.117 -5.981 0.913 -0.23 0.52 -2.01
S 0.486 -5.444 -0.271 0.82 -0.14 1.28
O -0.747 -5.981 -0.725 -0.72 -0.16 -0.35
N 0.369 -3.792 -0.060 -0.27 -1.48 -0.69
C 0.925 -3.124 -1.017 2.09 1.58 -0.38
O 0.939 -1.836 -0.949 -0.75 -0.70 -0.44
C 1.779 -3.971 -2.123 -2.03 -0.23 0.93
C 2.500 -3.598 -3.223 -0.83 -1.18 -1.05
C 2.812 -4.626 -4.242 -0.62 2.48 4.33
C 2.727 -5.916 -3.698 0.35 -3.23 -3.18
C 2.133 -6.423 -2.567 -0.56 1.71 0.33
C 1.481 -5.394 -1.857 1.17 1.05 1.89
H 2.656 -2.591 -3.476 0.24 1.28 -0.02
H 3.174 -4.310 -5.208 -0.01 -0.48 -0.21
H 3.052 -6.634 -4.466 0.28 -0.26 0.77
H 2.143 -7.461 -2.249 -0.07 0.13 -0.31


[5]
14
Properties=species:S:1:pos:R:3:forces:R:3 method="wB97M-V/def2-TZVPD" orbital_gap_ev=10.39 homo_energy_ha=-0.353 smiles="[H]/N=C/NC(=O)NC" lumo_energy_ev=0.785 relative_energy_kcal_mol=2.29
H -4.097 -0.448 -0.517 0.05 0.02 0.09
N -3.355 -0.318 0.166 0.21 0.03 -0.26
C -2.243 -0.163 -0.428 -0.06 -0.01 0.05
N -1.088 0.032 0.307 -0.08 -0.03 0.04
C 0.169 0.091 -0.290 0.05 -0.02 -0.16
O 0.313 0.047 -1.500 -0.03 0.01 0.41
N 1.199 0.211 0.599 -0.14 -0.03 0.02
C 2.576 0.142 0.162 0.16 0.00 -0.07
H -2.055 -0.162 -1.503 -0.09 -0.02 0.13
H -1.203 0.025 1.311 0.07 0.01 -0.12
H 1.006 0.170 1.588 -0.02 0.00 -0.15
H 2.572 0.154 -0.928 0.04 0.01 0.15
H 3.058 -0.782 0.505 -0.06 0.14 -0.06
H 3.148 1.001 0.528 -0.09 -0.12 -0.05


[6]
15
Properties=species:S:1:pos:R:3:forces:R:3 method="wB97M-V/def2-TZVPD" orbital_gap_ev="8.56 / 8.55" homo_energy_ha="-0.362 / -0.362" lumo_energy_ev="-1.288 / -1.288" relative_energy_kcal_mol=70.52
C 0.752 0.307 -1.366 1.96 -0.19 0.46
C -0.648 0.077 -1.788 0.76 -0.01 0.11
C 0.348 -0.906 1.274 1.30 -1.20 -4.09
C 0.963 0.949 0.044 -0.80 -3.11 0.26
N -0.832 -0.409 1.793 -0.20 -0.43 -1.24
O 1.777 -0.074 -1.904 -1.19 0.38 0.28
O -1.859 -0.739 1.223 -1.06 0.08 0.20
O -0.717 0.442 2.640 -0.51 0.66 1.48
Br -0.056 2.290 0.722 -0.40 0.80 -0.22
H -0.910 -0.441 -2.660 0.83 -0.31 -2.07
H -0.995 -0.656 -1.125 -1.04 -0.41 1.87
H -1.183 0.980 -1.777 -1.04 1.08 0.52
H 1.118 -0.923 1.981 1.10 0.03 0.84
H 0.259 -1.872 0.559 0.06 2.64 1.80
H 1.984 0.975 0.384 0.24 0.00 -0.20


What did the fourth record say?
51
Properties=species:S:1:pos:R:3:forces:R:3 method="wB97M-V/def2-TZVPD" orbital_gap_ev="5.07 / 4.23" homo_energy_ha="-0.597 / -0.599" total_charge=+3 lumo_energy_ev="-11.179 / -12.071" relative_energy_kcal_mol=51.08
Sn -0.697 -1.075 0.719 0.78 -1.19 -1.10
N 2.553 4.354 -0.225 -0.27 -1.58 -0.67
C 2.180 5.605 0.282 3.19 0.49 -0.40
C 0.968 5.613 1.188 -0.59 -0.03 0.13
N 1.326 5.050 2.467 -0.76 5.74 -2.11
C 0.864 5.791 3.566 -2.19 -0.03 2.62
C 1.558 5.483 4.876 0.83 -2.00 0.14
N 0.938 4.332 5.668 1.49 1.14 -1.12
H 2.188 3.992 -1.128 0.43 0.86 1.07
H 3.304 3.793 0.149 -0.04 0.25 0.16
H 2.321 6.286 -0.552 -1.53 0.71 -0.06
H 2.875 6.030 1.007 0.98 -0.51 -0.44
H 0.234 5.055 0.640 -0.70 -0.61 0.20
H 0.613 6.597 1.319 -0.20 1.25 0.04
H 1.056 4.196 2.333 -1.01 -7.09 0.50
H -0.299 5.592 3.826 2.11 0.26 -1.00
H 0.960 6.827 3.297 -0.01 0.58 0.12
H 1.473 6.262 5.572 0.00 1.69 0.37
H 2.648 5.330 4.617 -0.90 0.12 0.58
H 1.388 4.433 6.589 -0.54 -0.30 -0.32
H 1.391 3.524 5.265 -0.19 -0.70 0.26
C -3.663 -3.472 -1.794 -0.67 0.05 0.68
As -3.935 -1.789 -0.988 2.65 0.21 -0.84
C -5.120 -1.733 0.401 -0.61 -1.55 1.58
C -3.960 -0.367 -2.257 1.94 -0.62 0.08
O -2.262 -1.586 -0.390 -0.87 0.21 0.26
H -4.507 -3.728 -2.398 -0.53 -0.42 -0.35
H -3.455 -4.200 -1.020 -0.10 -0.21 0.07
H -2.802 -3.336 -2.395 0.87 0.08 -0.70
H -6.119 -1.891 0.009 -0.25 0.00 -0.06
H -5.089 -0.826 0.969 0.08 0.57 0.21
H -4.866 -2.608 1.057 -0.33 0.81 -0.44
H -2.899 -0.031 -2.037 -1.45 0.35 -0.60
H -4.733 0.356 -2.153 -0.42 0.66 0.35
H -3.975 -0.780 -3.262 -0.06 -0.08 -0.08
O 1.117 -5.981 0.913 -0.23 0.52 -2.01
S 0.486 -5.444 -0.271 0.82 -0.14 1.28
O -0.747 -5.981 -0.725 -0.72 -0.16 -0.35
N 0.369 -3.792 -0.060 -0.27 -1.48 -0.69
C 0.925 -3.124 -1.017 2.09 1.58 -0.38
O 0.939 -1.836 -0.949 -0.75 -0.70 -0.44
C 1.779 -3.971 -2.123 -2.03 -0.23 0.93
C 2.500 -3.598 -3.223 -0.83 -1.18 -1.05
C 2.812 -4.626 -4.242 -0.62 2.48 4.33
C 2.727 -5.916 -3.698 0.35 -3.23 -3.18
C 2.133 -6.423 -2.567 -0.56 1.71 0.33
C 1.481 -5.394 -1.857 1.17 1.05 1.89
H 2.656 -2.591 -3.476 0.24 1.28 -0.02
H 3.174 -4.310 -5.208 -0.01 -0.48 -0.21
H 3.052 -6.634 -4.466 0.28 -0.26 0.77
H 2.143 -7.461 -2.249 -0.07 0.13 -0.31